# 1
Entry from OMol25: 3 unconnected molecules or ions with the total composition C20H37N4O2S at a distorted geometry (ωB97M-V with the def2-TZVPD basis set).

The geometry in XYZ format:
```
64
Properties=species:S:1:pos:R:3:forces:R:3
C -3.51976 -0.37746 5.02281 0.75 0.34 0.14
C -3.23708 1.12300 4.67521 -0.32 0.66 -0.36
C -1.87900 1.57905 4.34824 -2.84 0.28 0.62
N -1.67653 2.92590 4.05802 -1.16 -1.45 0.43
C -2.69831 3.84167 4.04480 -1.81 -0.53 0.45
C -4.07597 3.47843 4.36430 1.16 -2.12 0.28
C -4.39321 2.06802 4.71177 3.15 1.01 -1.77
C -5.82167 1.59439 5.10306 -0.65 0.64 0.98
O -6.22805 1.87937 6.19079 0.79 -0.25 -0.62
O -6.65420 0.82497 4.28766 1.28 0.11 1.31
N -6.96945 1.51584 3.09968 0.73 -0.62 -2.81
C -6.63238 0.75845 2.14003 0.51 -1.30 -0.04
S -6.15289 -0.36533 1.10589 -1.01 2.26 1.52
H -2.66235 -1.05238 4.73070 -0.87 0.87 0.31
H -4.44635 -0.78183 4.54272 0.75 0.61 0.35
H -3.63833 -0.43009 6.13793 0.03 -0.10 -0.96
H -1.02582 0.85090 4.35945 -0.79 1.09 -0.20
H -0.70596 3.18483 3.84206 -0.68 0.23 0.04
H -2.47356 4.89718 3.77363 0.06 -1.11 0.26
H -4.89154 4.24223 4.34730 1.03 -0.70 -0.04
C -0.84950 -0.23997 0.90938 0.02 0.02 -0.03
C 0.48319 0.43555 1.21293 -0.06 -0.27 -0.21
N 1.41530 -0.40257 1.94873 0.04 0.12 0.53
C 2.56768 0.33409 2.46247 0.00 0.10 0.05
C 3.53140 0.94774 1.44609 0.19 0.07 0.03
C 1.71970 -1.70007 1.35570 -0.30 -0.30 -0.16
C 2.31020 -1.71571 -0.05451 0.16 -0.12 -0.10
H -1.32876 -0.59640 1.82573 0.06 -0.09 -0.02
H -1.52474 0.47521 0.43300 0.05 -0.02 -0.01
H -0.73568 -1.08155 0.22473 -0.03 0.01 0.06
H 0.26006 1.32578 1.81448 0.27 0.04 0.08
H 0.91429 0.79526 0.26965 -0.07 0.14 -0.06
H 3.13379 -0.31369 3.13830 -0.12 -0.11 -0.10
H 2.19025 1.14284 3.10108 -0.13 -0.01 -0.06
H 4.16880 0.19333 0.98686 -0.07 0.04 -0.06
H 4.19362 1.65502 1.95199 -0.03 -0.03 -0.01
H 3.01365 1.49679 0.65733 0.01 -0.05 0.01
H 0.79970 -2.29359 1.34412 -0.03 0.14 0.01
H 2.38365 -2.25578 2.02421 0.01 0.26 0.09
H 1.80793 -1.01836 -0.72848 0.01 0.00 0.02
H 2.20484 -2.71458 -0.48540 -0.01 0.04 0.03
H 3.37522 -1.48633 -0.04802 -0.06 0.09 -0.09
C 3.14829 -1.08877 -7.24823 0.04 0.03 0.06
C 1.88448 -1.21713 -6.40656 0.19 0.08 -0.09
N 2.08550 -1.92174 -5.14875 -0.20 -0.30 0.24
C 0.83703 -2.27308 -4.48166 -0.03 -0.14 -0.16
C -0.05364 -1.13072 -3.98725 -0.18 0.01 0.18
C 3.12782 -1.39818 -4.27810 0.33 0.02 -0.20
C 3.00688 0.05589 -3.81916 0.10 0.14 0.23
H 3.58947 -2.06759 -7.44743 -0.01 0.04 0.08
H 2.90554 -0.62775 -8.20805 -0.01 -0.02 0.06
H 3.89829 -0.45816 -6.76687 0.00 -0.04 -0.03
H 1.15527 -1.77095 -7.00573 -0.09 -0.05 0.24
H 1.46458 -0.21394 -6.25030 -0.05 0.09 -0.07
H 1.05583 -2.93854 -3.64006 0.16 0.08 -0.03
H 0.24861 -2.88370 -5.17492 0.10 0.08 -0.09
H 0.34496 -0.66863 -3.08318 0.02 0.07 -0.06
H -1.04238 -1.52286 -3.73233 0.03 0.00 -0.03
H -0.19769 -0.35632 -4.74264 0.05 -0.03 0.03
H 4.08879 -1.51315 -4.78943 -0.11 0.02 -0.09
H 3.22028 -2.03980 -3.39571 -0.23 -0.07 -0.09
H 2.71529 0.73044 -4.62616 -0.01 -0.06 0.00
H 3.97269 0.40280 -3.44145 -0.03 -0.02 -0.02
H 2.29198 0.16167 -3.00242 -0.05 0.08 -0.08
```
Positions in Å, forces in eV/Å.

Its energy above the lowest of the compared OMol25 structures with the same formula, charge and spin is 0.0 kJ/mol. The frontier orbital gap is 0.165 Eh. The calculation puts the HOMO energy at -9.56 eV. Its net charge is +1. The total energy is -42219.4595 eV.

***

# 2
Entry from OMol25: a molecular structure, C20H37N5P2Pd (ωB97M-V with the def2-TZVPD basis set).

The geometry in XYZ format:
```
65
Properties=species:S:1:pos:R:3:forces:R:3
Pd -0.28255 0.44793 -0.13378 0.50 -0.03 -0.69
C -2.05681 -2.48311 0.71838 -0.03 -0.01 0.02
P -0.53605 -1.56008 1.06535 -0.07 -0.18 0.21
C -0.41480 -1.56549 2.87217 -0.03 0.02 0.02
C 0.91252 -2.45942 0.45369 0.02 0.03 -0.06
C 1.61080 -3.33707 1.27991 -0.02 -0.04 -0.01
C 2.71350 -4.02954 0.79035 0.00 0.00 -0.01
C 3.13603 -3.83899 -0.51682 0.00 0.00 0.01
C 2.45284 -2.96000 -1.35163 -0.01 -0.02 -0.02
C 1.33997 -2.27404 -0.87904 -0.06 0.03 0.12
P 0.34020 -1.20144 -1.92548 0.06 0.04 0.00
C -0.96843 -2.23738 -2.64663 0.00 0.01 -0.03
C 1.33421 -0.67164 -3.34299 0.02 0.00 0.00
H -1.86429 -3.55284 0.83024 0.01 0.00 0.00
H -2.43715 -2.29220 -0.28210 0.00 -0.01 0.00
H -2.81930 -2.20374 1.44699 0.00 0.02 0.00
H -0.54400 -2.58386 3.24662 0.00 -0.01 -0.01
H -1.20971 -0.96013 3.30783 0.01 0.02 -0.01
H 0.55134 -1.19089 3.20513 -0.01 0.01 0.01
H 1.30071 -3.51372 2.30139 0.00 0.01 0.00
H 3.23678 -4.72522 1.43330 0.00 0.00 0.00
H 3.99149 -4.38304 -0.89559 0.00 0.00 0.00
H 2.79025 -2.83953 -2.37288 0.00 0.00 0.00
H -0.56569 -2.70180 -3.55018 0.01 0.00 0.00
H -1.85082 -1.66256 -2.92173 0.00 -0.01 -0.01
H -1.24544 -3.03488 -1.96074 -0.01 0.02 0.02
H 1.69229 -1.55609 -3.87531 0.00 0.00 0.01
H 2.19172 -0.06919 -3.04807 0.00 0.01 -0.01
H 0.71532 -0.11124 -4.04489 0.00 0.01 0.01
C -0.50651 2.45333 -2.35813 -0.02 -0.01 0.00
N -1.53111 1.84702 -1.46742 -0.46 0.08 0.40
C -2.54486 1.13906 -2.29132 0.12 -0.06 -0.09
C -2.18789 2.99463 -0.77321 0.06 0.01 0.08
C -3.36775 2.66050 0.13803 0.19 -0.31 -0.33
N -3.04635 1.80476 1.26940 -0.58 0.45 0.57
C -2.23921 2.35958 2.33267 0.13 -0.06 -0.09
C -4.00744 0.79130 1.63874 0.06 -0.10 -0.13
H -0.97782 3.11981 -3.08648 0.00 0.00 -0.01
H 0.02199 1.67281 -2.89840 0.00 0.00 -0.01
H 0.19726 3.04156 -1.76754 0.00 0.00 0.00
H -3.21636 1.85271 -2.77635 0.02 0.00 -0.03
H -3.12505 0.44653 -1.68346 -0.03 0.04 0.01
H -2.04186 0.57689 -3.07497 0.00 -0.02 0.03
H -2.60202 3.66459 -1.53499 0.07 0.06 0.01
H -1.42176 3.55851 -0.23955 -0.01 -0.01 0.03
H -4.18028 2.19565 -0.41727 -0.02 0.02 0.02
H -3.73942 3.60360 0.56137 -0.01 0.03 -0.06
H -2.91394 2.92622 2.99280 0.02 -0.01 0.02
H -1.49191 3.04522 1.94119 0.00 0.00 0.00
H -1.79038 1.56220 2.92210 0.00 0.00 0.01
H -4.91893 1.30952 1.97809 0.00 -0.02 0.01
H -3.63123 0.18250 2.45660 -0.01 0.00 0.01
H -4.28204 0.19171 0.77079 0.00 0.00 0.00
N 4.81625 1.27958 3.20060 0.01 0.02 -0.01
C 4.19810 1.32197 2.04140 0.01 0.00 -0.01
C 2.79947 0.99790 1.90510 -0.06 0.07 0.02
N 2.18890 1.08272 0.72885 0.15 -0.08 -0.02
C 2.94896 1.47310 -0.29826 0.04 0.04 0.01
C 4.34308 1.77678 -0.16493 -0.05 0.00 -0.03
N 4.95321 1.69760 0.97504 0.00 0.00 0.02
H 4.36475 1.03223 4.07555 0.00 -0.01 0.00
H 5.80666 1.52950 3.23160 0.00 0.00 0.01
H 2.21811 0.70459 2.77122 0.01 -0.03 0.00
H 2.47702 1.56962 -1.26822 -0.02 -0.01 0.01
H 4.91545 2.08537 -1.03412 0.02 0.00 0.01
```
Positions in Å, forces in eV/Å.

Its energy above the lowest of the compared OMol25 structures with the same formula, charge and spin is 12.7 kJ/mol. The frontier orbital gap (alpha / beta) is 0.278 / 0.202 Eh. The calculation puts the HOMO energy (alpha / beta) at -19.55 / -20.40 eV. Its net charge is +4. The total energy is -50805.7086 eV. The spin multiplicity is 5.

***

# 3
Entry from OMol25: a molecular structure, C20H38BCl12F4O4S at a distorted geometry (ωB97M-V with the def2-TZVPD basis set).

The geometry in XYZ format:
```
80
Properties=species:S:1:pos:R:3:forces:R:3
B -18.83143 -15.95517 6.23010 -0.77 2.44 0.00
F -18.32492 -14.68667 5.85689 -2.73 -1.56 1.45
F -20.23705 -15.90794 6.29312 1.52 -0.81 -0.33
F -18.48101 -16.82517 5.26311 -2.44 -0.37 -2.01
F -18.32736 -16.35413 7.41263 1.22 2.48 -1.60
C -20.33823 -16.04134 1.81185 2.52 -2.54 -1.12
C -19.05070 -15.24782 2.09351 0.46 -1.46 -0.01
C -17.90274 -16.23154 2.60404 -5.50 -3.78 -3.66
S -18.27043 -17.85160 1.66950 -1.39 2.44 -1.40
O -18.48452 -18.89992 2.67776 -5.47 -0.88 -7.23
O -17.34938 -18.01121 0.53846 -1.43 -0.43 1.22
C -19.93857 -17.30471 1.05734 0.93 0.11 -1.31
H -21.12315 -15.39042 1.42676 1.90 -1.96 -1.95
H -20.70650 -16.36800 2.78435 0.16 -0.41 -0.90
H -19.24017 -14.53875 2.89938 -0.52 -0.04 -0.75
H -18.70053 -14.67927 1.23198 -0.02 -0.02 -0.11
H -18.08308 -16.50681 3.64318 0.46 0.00 -1.36
H -16.90879 -16.06072 2.19055 -2.01 -0.76 -0.27
H -20.60520 -18.16634 1.02135 -0.14 0.14 0.31
H -19.71774 -17.04188 0.02281 0.00 -0.06 -0.18
O -15.36796 -17.63409 2.35490 0.41 -0.94 -0.52
C -15.93224 -17.82429 3.38656 1.05 -1.22 1.41
O -15.67609 -16.96071 4.46484 -0.50 -1.50 -0.34
C -16.23956 -17.45998 5.65679 1.43 -1.85 1.14
C -16.42986 -18.94815 5.33499 -0.37 0.42 0.07
C -16.85667 -18.93041 3.85007 4.46 0.67 4.76
H -17.20320 -17.05298 5.96317 3.29 -0.39 0.11
H -15.45286 -17.35113 6.40336 -0.19 0.19 0.26
H -17.24276 -19.32341 5.95666 0.59 -0.55 0.04
H -15.45340 -19.40622 5.49242 -0.24 -0.66 0.18
H -17.86200 -18.52639 3.73086 1.87 0.41 2.95
H -16.90772 -19.91476 3.38475 0.88 0.47 -0.05
Cl -22.72255 -18.56994 4.07021 0.38 -0.02 -0.25
C -20.94355 -18.76865 3.85955 0.61 -0.07 0.46
C -20.11393 -18.61629 5.16674 -1.61 -1.28 -0.78
Cl -20.60936 -19.94175 6.27749 -3.19 -3.65 -5.43
H -20.59950 -18.08679 3.08187 -0.40 -0.13 0.66
H -20.78862 -19.76765 3.45197 -0.07 0.07 0.22
H -20.23697 -17.69742 5.74002 -0.60 -0.68 -0.78
H -19.05935 -18.80373 4.96470 -0.55 -0.08 -0.02
Cl -18.16099 -20.26764 8.01280 -0.66 0.57 0.26
C -19.25773 -18.85019 7.78888 2.17 3.71 4.57
C -18.98815 -17.71902 8.90711 0.09 -1.25 -0.93
Cl -19.24747 -18.21146 10.55798 -0.19 -0.34 0.65
H -20.31084 -19.12602 7.73418 1.43 1.04 2.38
H -19.00831 -18.27710 6.89588 0.38 -0.97 0.50
H -19.59919 -16.85418 8.64869 -0.76 -0.84 0.93
H -18.02745 -17.23750 8.72464 0.22 -1.59 1.83
Cl -15.76482 -15.21946 2.89499 4.39 6.71 0.67
C -17.08505 -14.62679 3.99148 2.71 1.33 0.36
C -16.55448 -13.43736 4.81772 -0.43 -0.27 -0.40
Cl -15.24269 -13.87655 5.98971 0.00 -0.12 -0.78
H -17.40619 -15.45538 4.62268 1.74 1.10 -1.10
H -17.92570 -14.35241 3.35420 1.36 0.88 0.97
H -17.36686 -13.12056 5.47176 0.69 0.47 -0.96
H -16.22671 -12.62473 4.16942 0.25 -0.14 0.21
Cl -20.11860 -12.13476 8.96988 -0.14 0.09 -0.10
C -19.04478 -13.50307 8.55083 1.25 0.77 0.01
C -17.95135 -13.03276 7.54033 -0.95 -0.09 1.02
Cl -16.81327 -11.82022 8.17754 -0.34 0.16 0.30
H -19.66189 -14.29508 8.12659 0.14 0.16 0.09
H -18.62024 -13.78240 9.51511 0.08 -0.36 -0.27
H -18.51256 -12.59778 6.71333 0.25 0.29 0.12
H -17.33255 -13.84382 7.15644 -0.22 0.43 1.00
Cl -22.01917 -14.61146 2.66462 -4.06 3.97 3.54
C -21.22840 -15.01482 4.19835 0.19 -0.81 1.29
C -20.98754 -13.89884 5.16060 0.07 2.79 -1.91
Cl -20.12357 -12.59680 4.15425 -0.12 0.19 0.61
H -20.26037 -15.47926 4.01039 -0.44 0.24 0.06
H -21.85725 -15.78025 4.65306 -0.05 0.21 -0.10
H -20.33677 -14.05996 6.02004 -0.32 0.22 -1.20
H -21.92416 -13.51411 5.56410 0.90 0.85 -1.92
Cl -22.31418 -14.19796 7.26049 -1.54 -1.07 2.92
C -22.04856 -15.88063 7.78535 -0.86 -0.43 1.03
C -22.73196 -16.92706 6.91958 -0.45 0.07 0.36
Cl -24.51021 -16.59774 6.95001 0.21 -0.41 -0.06
H -22.51376 -15.90024 8.77090 0.07 -0.28 -0.02
H -20.97836 -16.07503 7.85592 -1.02 0.22 0.48
H -22.53182 -17.90493 7.35756 -0.30 -0.03 0.31
H -22.49724 -17.08744 5.86730 0.26 0.80 0.39
```
Positions in Å, forces in eV/Å.

Its energy above the lowest of the compared OMol25 structures with the same formula, charge and spin is 2013.3 kJ/mol. The frontier orbital gap is 0.304 Eh. The calculation puts the HOMO energy at -6.10 eV. Its net charge is -1. The total energy is -202188.1306 eV.

***

Which value of energy above the lowest of the compared OMol25 structures with the same formula, charge and spin does entry 1 give?
0.0 kJ/mol

***

The highest energy above the lowest of the compared OMol25 structures with the same formula, charge and spin belongs to which entry?
C20H38BCl12F4O4S